1.
A molecular structure, C49H55BBrCaN9O2S3 at a distorted geometry, computed with ωB97M-V with the def2-TZVPD basis set.

Geometry as XYZ:
```
121
Properties=species:S:1:pos:R:3:mulliken_charge:R:1
Br -1.270 0.552 -6.980 -0.32
Ca 0.000 0.000 0.000 -1.10
S -0.561 -1.879 1.815 -0.75
S 0.761 1.675 1.949 -0.91
S 1.554 1.371 -1.627 -0.67
O 0.901 -1.654 -0.768 -0.92
O -1.134 1.976 -0.156 -0.16
N -10.548 -2.113 1.701 -0.64
N -1.861 0.322 1.357 1.13
N 2.863 -1.232 2.867 -0.53
N 2.151 -0.384 2.125 0.71
N -1.863 -1.066 -0.855 1.12
N 1.479 -2.238 0.403 1.95
N 3.081 -0.206 -0.348 0.89
N 2.205 -3.013 -0.403 -0.90
N 4.312 -0.672 -0.131 -0.76
C -7.645 -0.292 0.933 -0.85
C -5.727 -2.302 1.238 0.15
C 4.254 -5.098 -0.934 -1.27
C 2.607 0.091 4.808 -0.38
C 6.777 -0.880 -0.506 2.45
C -7.078 -2.587 1.453 -0.86
C 6.691 -1.835 0.708 -1.45
C -1.656 -0.123 -2.895 0.64
C 0.744 -4.849 -0.097 -0.47
C 3.159 -2.655 6.117 -1.67
C 3.863 2.191 -3.253 -1.29
C -2.612 1.143 3.406 -1.53
C 7.755 0.258 -0.148 -1.77
C -9.427 -1.876 1.523 0.04
C 3.123 -1.047 4.185 -0.32
C -3.186 -0.021 1.522 -0.85
C -1.596 -1.627 -2.034 -0.43
C -1.920 -0.020 -4.262 -1.41
C 0.310 -2.721 0.989 2.10
C 5.402 -0.297 -0.843 -0.40
C -0.068 -4.065 0.730 0.18
C 2.853 -5.098 -1.578 2.33
C -8.040 -1.583 1.303 0.67
C 0.348 0.739 -4.639 -0.29
C 2.420 -6.567 -1.789 -2.26
C -0.394 0.204 -2.402 0.86
C 7.316 -1.670 -1.715 -1.60
C -3.751 -1.916 -1.681 -0.90
C 3.973 -2.066 4.948 2.24
C 5.235 0.629 -1.872 -0.49
C -5.326 -1.011 0.865 -0.35
C -3.174 -1.226 -0.628 -0.33
C 1.900 -4.308 -0.675 -0.71
C 0.607 0.634 -3.271 0.78
C -2.731 -2.170 -2.586 -1.28
C 1.601 0.756 2.701 1.05
C -3.615 0.507 2.799 -1.19
C -0.916 0.411 -5.128 -0.26
C 1.282 2.211 4.807 -1.52
C 2.861 0.755 -1.352 0.81
C -6.294 -0.009 0.711 -0.07
C -1.543 0.977 2.426 0.67
C 3.974 1.170 -2.136 0.71
C 2.925 -4.407 -2.953 -1.57
C 5.243 -1.379 5.490 -1.58
C 1.836 1.002 4.081 0.36
C -3.895 -0.724 0.613 0.99
C 4.405 -3.226 4.021 -1.47
C -1.317 -4.692 1.314 -1.58
B 2.051 -0.824 0.643 0.66
H -4.988 -3.092 1.359 0.53
H -2.214 -4.131 0.978 0.09
H -2.907 -0.277 -4.639 0.44
H 3.145 -7.099 -2.444 0.41
H 7.690 -2.256 0.951 0.43
H 0.173 2.206 4.758 0.17
H 3.492 3.155 -2.848 0.24
H 4.982 -5.649 -1.569 0.42
H -2.562 1.642 4.353 0.50
H -7.372 -3.596 1.738 0.41
H 3.517 -3.757 3.614 0.27
H 5.879 -2.107 6.038 0.45
H -6.000 0.997 0.415 0.44
H 3.762 -3.405 6.674 0.44
H 1.576 2.225 5.878 0.36
H -4.790 -2.197 -1.787 0.54
H 5.023 -3.965 4.576 0.44
H 2.854 -1.867 6.836 0.29
H -0.599 -1.631 -2.459 0.05
H -2.809 -2.686 -3.533 0.63
H 7.892 0.960 -0.996 0.29
H -2.429 -0.458 -2.210 -0.32
H 6.622 -2.498 -1.977 0.18
H 7.377 0.836 0.724 0.32
H 7.431 -1.016 -2.605 0.29
H -0.824 2.821 -0.568 0.23
H 2.381 -7.111 -0.820 0.36
H -4.606 0.389 3.208 0.48
H -0.549 1.401 2.629 -0.53
H 1.134 1.075 -5.310 0.38
H -2.045 2.179 0.173 0.15
H 3.278 -3.357 -2.853 0.13
H 0.458 -5.874 -0.282 0.41
H 2.799 0.266 5.858 0.30
H 4.630 -4.061 -0.810 -0.14
H 5.008 -2.847 3.168 0.04
H 4.991 -0.556 6.191 0.28
H -8.384 0.498 0.812 0.39
H 8.755 -0.152 0.113 0.45
H 4.224 -5.582 0.066 0.33
H 1.666 3.140 4.336 0.27
H 6.318 -1.294 1.605 0.25
H 1.423 -6.620 -2.277 0.41
H -1.264 -4.670 2.424 0.26
H 3.631 -4.942 -3.625 0.42
H 6.004 -2.682 0.501 0.01
H 8.312 -2.108 -1.485 0.46
H 3.159 1.823 -4.029 0.12
H 1.587 0.886 -2.877 -1.15
H 5.840 -0.954 4.654 0.25
H 1.923 -4.395 -3.434 0.35
H 6.088 0.943 -2.459 0.30
H 4.840 2.383 -3.745 0.38
H -1.440 -5.751 1.001 0.37
H 2.242 -3.156 5.738 0.30
```

The electronic energy is -7013.71855 Eh. The charge is -2. The HOMO energy (spin up / spin down) is -0.440 / -0.267 eV. The calculation puts the LUMO energy (spin up / spin down) at 3.9 / 3.9 eV.


2.
A molecular structure, C49H59N9O5RbS, computed with ωB97M-V with the def2-TZVPD basis set.

Geometry as XYZ:
```
124
Properties=species:S:1:pos:R:3:mulliken_charge:R:1
Rb 0.132 0.270 -0.320 0.46
S -4.980 -5.598 1.663 1.49
O 2.766 -1.051 -0.539 -0.33
O 0.284 -1.540 1.618 -0.04
O -3.954 -6.184 0.799 -0.73
O -6.299 -5.546 1.065 -0.77
O -4.934 -6.125 3.027 -0.77
N 1.719 1.429 2.034 0.56
N 2.266 2.565 -0.569 0.34
N 2.736 -3.369 4.297 -0.22
N -2.853 0.058 2.044 -0.60
N -2.031 -1.996 -0.423 1.51
N 4.371 -4.255 1.402 0.04
N 0.374 -0.786 -3.416 -0.25
N -2.011 2.019 -1.236 -0.43
N -0.166 3.140 0.845 0.40
C -2.577 2.609 -3.544 0.69
C 4.621 -4.883 3.799 -1.00
C 3.356 2.120 0.276 -0.70
C 2.755 -2.130 -1.142 -0.31
C -1.168 -5.025 3.390 -0.19
C -2.602 -2.337 2.563 -0.08
C -1.895 2.884 -6.257 -0.44
C -1.757 -6.236 4.055 -1.68
C -2.870 2.393 -2.058 -0.81
C 2.638 -4.655 -2.558 0.34
C -2.660 -2.105 -1.739 -1.97
C -0.636 -1.825 -3.220 -0.46
C -6.904 2.961 -0.614 -0.50
C -1.972 -1.223 -2.771 0.86
C -4.984 1.564 -0.998 0.35
C 5.098 -4.019 2.641 -0.80
C 0.304 4.056 -0.166 -0.34
C 2.100 -3.430 -3.106 0.42
C -3.555 2.825 -4.513 -0.32
C 0.623 -3.346 3.098 0.33
C -4.315 2.607 -1.635 -0.41
C -1.506 -3.095 1.692 1.55
C 3.291 -3.371 -0.590 0.08
C 1.816 3.940 -0.401 -1.03
C -5.055 -2.884 1.279 -0.22
C 3.207 -4.599 -1.337 -0.67
C -3.392 -1.226 1.943 -0.10
C -6.266 1.730 -0.500 -0.80
C -1.251 2.523 -3.967 0.20
C -3.290 -3.701 2.795 -0.07
C -4.971 3.829 -1.756 0.23
C 3.133 -4.755 4.112 -0.75
C 2.141 -2.241 -2.472 0.45
C -6.248 4.011 -1.239 -0.74
C -1.860 -3.068 0.220 -2.53
C 2.514 -5.920 -3.354 -1.69
C 0.037 -4.546 3.707 -1.78
C 3.840 -3.279 0.665 0.44
C 0.205 3.378 2.216 -1.11
C 1.787 -2.783 3.483 -0.73
C -0.909 2.658 -5.300 -0.81
C -4.455 -3.913 1.877 -1.27
C -1.998 -4.424 2.313 0.96
C -4.578 -1.507 1.386 -0.64
C 0.773 2.114 2.890 -0.61
C 1.570 -0.991 -3.057 -0.99
C -3.219 2.964 -5.855 -0.89
C -0.141 -2.591 2.078 -0.17
C 2.976 2.088 1.763 -0.88
H 5.217 -4.616 4.677 0.43
H 2.415 2.319 -1.535 0.23
H 3.843 -2.292 1.117 0.33
H -0.307 -2.573 -2.488 0.11
H 2.266 -0.156 -3.154 0.34
H 0.581 -5.013 4.521 0.52
H -5.930 -3.090 0.673 0.54
H -7.902 3.098 -0.215 0.38
H 2.083 4.558 -1.266 0.51
H -1.810 -0.227 -2.353 -1.02
H 0.128 2.575 -5.602 0.37
H -2.131 -1.976 3.482 0.56
H -5.164 -0.708 0.947 0.41
H -3.576 -3.924 3.824 0.88
H 3.465 -2.750 4.609 0.42
H 2.899 -5.364 4.990 0.41
H -0.510 2.322 -3.201 0.33
H -2.634 -1.076 -3.627 0.67
H 3.818 1.644 2.315 0.44
H -0.049 1.419 3.088 0.14
H 2.997 -6.752 -2.844 0.37
H -6.731 4.977 -1.325 0.36
H -3.693 -1.772 -1.604 0.62
H -2.848 -6.201 4.049 0.28
H 2.011 -1.780 3.135 0.45
H 2.900 3.114 2.133 0.35
H -4.000 3.126 -6.589 0.39
H -4.467 4.655 -2.246 0.43
H 1.467 -6.185 -3.510 0.36
H 4.263 2.745 0.186 0.34
H -0.763 -2.351 -4.170 0.23
H 2.972 -5.816 -4.340 0.36
H -4.597 2.871 -4.222 0.40
H -0.626 3.751 2.831 0.43
H -1.478 -7.134 3.497 0.28
H -1.394 -6.343 5.079 0.45
H 2.544 -5.155 3.287 0.45
H 1.190 2.392 3.874 0.36
H -2.109 -4.046 -0.212 0.29
H 1.784 0.437 2.203 -0.19
H -0.233 3.797 -1.081 -0.10
H -2.227 -5.195 1.571 1.09
H -6.773 0.902 -0.019 0.41
H -3.225 0.706 1.356 0.33
H -4.465 0.616 -0.888 0.33
H 4.843 -5.935 3.597 0.39
H 4.975 -2.960 2.869 0.41
H 2.352 4.376 0.448 0.29
H -1.130 2.873 0.682 0.13
H 4.396 -5.189 1.022 0.20
H -2.704 -3.152 -2.074 0.40
H -1.844 0.082 1.990 -0.06
H 0.967 4.164 2.244 0.36
H 6.167 -4.183 2.473 0.37
H 1.626 -3.481 -4.083 0.46
H 3.621 1.111 -0.043 0.02
H -1.631 2.986 -7.303 0.37
H 0.083 5.114 0.062 0.29
H 3.603 -5.516 -0.911 0.18
```

The electronic energy is -3193.85898 Eh. The charge is -1. The HOMO energy is -3.731 eV. The calculation puts the LUMO energy at 0.8 eV.


3.
A molecular structure, C49H60AuGe2O2SbSi at a distorted geometry, computed with ωB97M-V with the def2-TZVPD basis set.

Geometry as XYZ:
```
116
Properties=species:S:1:pos:R:3:mulliken_charge:R:1
Au 0.617 0.112 0.168 1.33
Sb -0.447 2.392 -1.387 -0.75
Ge -2.173 -2.087 3.534 0.97
Ge -1.717 -0.124 1.595 -1.15
Si 2.902 -0.489 -0.397 0.47
O 1.254 -3.437 1.974 -0.64
O -0.124 -1.747 1.569 0.85
C 3.363 0.153 2.345 -0.28
C -1.586 1.386 2.890 0.69
C 0.586 4.225 -2.013 0.38
C 0.359 -2.971 1.318 -0.74
C -3.548 -0.332 0.863 0.73
C -2.345 2.645 4.798 -0.82
C 3.892 0.184 1.050 0.45
C 2.631 -4.399 -1.769 -0.94
C 3.755 -4.994 -1.212 -0.87
C -0.703 -1.895 4.804 -1.25
C -0.028 -5.104 0.094 -1.02
C 4.426 1.742 -4.225 -0.47
C 5.164 0.736 0.863 -0.10
C 4.251 2.431 -3.031 -1.20
C -3.275 2.688 -0.121 -0.80
C 4.088 0.398 -4.300 -0.73
C -5.928 -0.058 1.080 -1.07
C -3.910 -1.840 4.437 -1.40
C -0.969 1.828 -4.430 -1.66
C -2.275 -3.880 2.762 -1.33
C -2.955 3.865 -2.321 -1.46
C 4.076 0.672 3.416 -0.90
C -1.705 -3.848 -1.735 -0.52
C -0.312 -0.183 -3.075 -0.73
C 2.348 -3.068 -1.498 0.08
C 3.740 1.775 -1.920 -0.11
C -2.313 3.474 -0.995 0.17
C -0.666 2.395 2.603 0.49
C -0.276 -3.741 0.202 0.99
C 4.288 -2.935 -0.086 -0.61
C 1.552 4.602 -0.890 -1.40
C 3.593 -0.261 -3.180 -0.53
C -0.638 -5.841 -0.910 -0.86
C -5.001 -0.888 -0.980 -1.03
C -3.725 -0.782 -0.444 0.05
C -6.104 -0.531 -0.214 -0.73
C 3.178 -2.315 -0.665 0.64
C 3.421 0.415 -1.967 0.57
C -2.408 1.506 4.007 0.21
C -1.073 1.138 -3.074 0.99
C 5.879 1.251 1.937 -0.71
C 5.331 1.230 3.212 -0.57
C -0.602 3.532 3.398 -1.03
C -1.106 -3.120 -0.719 1.36
C -4.654 0.036 1.624 -0.08
C -1.449 3.661 4.490 -0.71
C 4.579 -4.264 -0.366 -0.82
C -1.479 -5.215 -1.823 -0.72
C 1.277 4.150 -3.364 -1.52
H 5.880 1.644 4.047 0.40
H -0.895 -2.610 5.608 0.49
H -4.163 3.289 0.098 0.54
H 3.654 0.639 4.414 0.45
H -2.996 2.737 5.658 0.46
H -2.273 4.422 -2.967 0.36
H 1.471 -2.609 -1.946 0.43
H -0.653 -0.890 5.220 0.35
H -4.528 0.411 2.632 0.51
H 0.113 4.312 3.168 0.48
H -2.349 -3.357 -2.456 0.47
H 0.074 1.992 -4.703 0.29
H 3.365 -1.319 -3.240 0.36
H 0.563 4.064 -4.182 0.34
H 4.230 -0.147 -5.225 0.46
H -1.983 4.366 -0.455 0.65
H 1.949 5.606 -1.062 0.49
H 4.531 3.476 -2.966 0.43
H -2.822 2.411 0.830 -0.08
H 3.991 -6.027 -1.435 0.41
H -0.460 -6.905 -0.988 0.43
H 2.392 3.910 -0.848 0.21
H 1.972 -4.970 -2.411 0.51
H 3.626 2.312 -0.983 0.89
H -1.290 -4.341 2.742 0.38
H 0.644 -5.567 0.805 0.53
H -3.824 4.501 -2.129 0.50
H -1.403 4.550 5.106 0.41
H 1.973 3.314 -3.418 0.12
H 1.849 5.070 -3.522 0.52
H -3.952 -2.666 5.152 0.51
H -2.684 -3.880 1.752 0.36
H 0.743 -0.035 -3.318 0.06
H -3.096 0.716 4.271 -0.15
H -0.226 4.954 -2.047 0.65
H -0.367 -0.694 -2.110 -0.47
H 1.060 4.604 0.087 0.36
H -1.412 1.185 -5.195 0.48
H 5.450 -4.730 0.078 0.42
H -0.740 -0.852 -3.829 0.66
H 4.936 -2.375 0.579 0.44
H 2.387 -0.294 2.516 0.38
H -2.124 0.945 -2.832 0.05
H -4.739 -1.940 3.739 0.43
H -2.870 -1.036 -1.057 0.29
H 0.004 2.294 1.758 0.05
H -1.493 2.783 -4.457 0.37
H -1.964 -5.798 -2.596 0.39
H -2.936 -4.458 3.410 0.63
H -1.267 -2.054 -0.630 -0.71
H -4.010 -0.906 4.987 0.43
H 0.240 -2.139 4.316 0.35
H 5.603 0.756 -0.128 0.45
H 6.866 1.668 1.775 0.42
H -3.305 2.983 -2.861 0.28
H -3.609 1.780 -0.626 0.17
H -6.785 0.240 1.671 0.47
H 4.831 2.253 -5.090 0.40
H -7.099 -0.616 -0.632 0.41
H -5.134 -1.246 -1.993 0.47
```

The electronic energy is -6872.61102 Eh. The charge is +1. As for the expectation value of S²: 0.7566. The multiplicity is 2. The HOMO energy (spin up / spin down) is -9.510 / -9.476 eV. The calculation puts the LUMO energy (spin up / spin down) at -5.0 / -5.0 eV.